# 1
Here is one molecule with the formula C8H14N2O at a distorted geometry from the Open Molecules 2025 dataset. Energies are from the ωB97M-V functional and the def2-TZVPD basis.

Its expectation value of S² is 2.008. The value obtained for the frontier orbital gap (spin up / spin down) is 6.2 / 6.6 eV. The calculation puts the maximum force at 5.09 eV/Å. Its HOMO energy (spin up / spin down) is -0.1944 / -0.3406 Ha.

Geometry as ORCA input:
```
! wB97M-V def2-TZVPD RIJCOSX def2/J DEFGRID3
* xyz 0 3
C 2.7718 0.6959 -0.2072
C 3.4000 -0.7080 0.0893
C 2.1956 -1.5236 0.4342
C 0.4498 0.1840 0.2795
C -1.4625 1.7192 0.6516
C -1.8070 -0.7477 0.2152
C -0.9419 0.8565 -1.6206
C -0.9868 0.4853 -0.1532
N 1.5026 0.4777 -0.6400
N 1.1035 -0.8974 -0.3272
O 3.3390 1.7796 -0.2301
H 3.7150 -0.9866 -0.8276
H 4.1404 -0.7593 0.9363
H 2.3832 -2.6320 0.0875
H 1.8885 -1.4360 1.4451
H 0.7455 0.2091 1.2932
H -2.5605 1.9164 0.6420
H -1.0351 2.7403 0.5363
H -1.1855 1.4291 1.7681
H -2.8270 -0.4949 -0.2428
H -1.3099 -1.5899 -0.2696
H -1.8188 -0.7756 1.3812
H -2.1067 1.0044 -1.9431
H -0.4918 0.1583 -2.2697
H -0.3665 1.8136 -1.6536
*
```

Need the Löwdin charges? In units of e they are: atom 1 (C): -0.47, atom 2 (C): -0.07, atom 3 (C): -0.15, atom 4 (C): -0.28, atom 5 (C): -0.07, atom 6 (C): -0.05, atom 7 (C): -0.06, atom 8 (C): -0.61, atom 9 (N): 0.08, atom 10 (N): 0.02, atom 11 (O): 0.19, atom 12 (H): 0.07, atom 13 (H): 0.14, atom 14 (H): 0.16, atom 15 (H): 0.10, atom 16 (H): 0.14, atom 17 (H): 0.08, atom 18 (H): 0.08, atom 19 (H): 0.11, atom 20 (H): 0.10, atom 21 (H): 0.07, atom 22 (H): 0.12, atom 23 (H): 0.14, atom 24 (H): 0.05, atom 25 (H): 0.09



# 2
Here is a 2-piece molecular cluster, C8H14N2O2 overall at a distorted geometry from the Open Molecules 2025 dataset. Energies are from the ωB97M-V functional and the def2-TZVPD basis.

The value obtained for the frontier orbital gap is 10.5 eV. The calculation puts the maximum force at 1.48 eV/Å. Its HOMO energy is -0.3634 Ha.

Geometry as ORCA input:
```
! wB97M-V def2-TZVPD RIJCOSX def2/J DEFGRID3
* xyz 0 1
C -2.3803 0.0495 0.0928
C -3.5995 0.9296 0.1629
C -4.8361 0.3377 -0.4647
C 1.8241 -2.0814 -0.6661
C 2.5621 -1.0286 0.1154
C 1.9033 0.3409 0.4442
C 3.2861 0.9595 0.1978
C 3.6717 -0.2894 -0.6032
H -0.2824 -1.2474 1.7314
H -2.1098 -0.4068 -0.8511
H -3.3928 1.8894 -0.3277
H -3.7866 1.0965 1.2220
H 1.4360 -1.6901 -1.6095
H 2.4780 -2.9340 -0.8997
H 0.9800 -2.4664 -0.1073
H 2.9431 -1.4653 1.0463
H 1.4391 0.5313 1.4225
H 1.2123 0.6604 -0.3579
H 3.8241 1.0223 1.1459
H 3.0313 2.8508 0.0787
H 4.6872 -0.7174 -0.5962
H 3.3819 -0.0747 -1.6354
N -1.6581 -0.1136 1.1215
N -5.8113 -0.0779 -0.9326
O -0.6332 -1.0408 0.8467
O 3.3652 2.1640 -0.5041
*
```

Need the Löwdin charges? In units of e they are: atom 1 (C): -0.17, atom 2 (C): -0.14, atom 3 (C): -0.20, atom 4 (C): -0.08, atom 5 (C): -0.37, atom 6 (C): -0.11, atom 7 (C): -0.40, atom 8 (C): -0.10, atom 9 (H): 0.10, atom 10 (H): 0.13, atom 11 (H): 0.12, atom 12 (H): 0.11, atom 13 (H): 0.08, atom 14 (H): 0.08, atom 15 (H): 0.05, atom 16 (H): 0.14, atom 17 (H): 0.10, atom 18 (H): 0.12, atom 19 (H): 0.15, atom 20 (H): 0.09, atom 21 (H): 0.12, atom 22 (H): 0.12, atom 23 (N): 0.02, atom 24 (N): 0.13, atom 25 (O): -0.10, atom 26 (O): -0.01



# 3
Here is one molecule with the formula C8H14N2O2S2 at a distorted geometry from the Open Molecules 2025 dataset. Energies are from the ωB97M-V functional and the def2-TZVPD basis.

The value obtained for the frontier orbital gap is 9.7 eV. The calculation puts the maximum force at 3.97 eV/Å. Its HOMO energy is -0.3369 Ha.

Geometry as ORCA input:
```
! wB97M-V def2-TZVPD RIJCOSX def2/J DEFGRID3
* xyz 0 1
C 2.8230 -0.8866 -0.0607
C 2.2669 0.5245 -0.5513
C 1.5124 1.2780 0.5194
C -2.2859 1.4789 0.5722
C -2.1121 -0.0082 0.9551
C -2.6083 -1.2448 0.0487
C -0.2333 -2.0303 -0.6688
C 0.6799 -2.2385 0.5418
H 3.2803 1.0863 -0.6726
H 1.7675 0.3066 -1.5227
H 2.3810 1.3921 1.1038
H 0.7480 0.6114 0.8925
H -2.3764 2.0422 1.5276
H -3.1283 1.4585 -0.0917
H -2.7066 -0.2364 1.8969
H -1.0877 -0.2634 1.0884
H -2.1312 -3.0308 -0.8471
H -0.1458 -2.7334 -1.5020
H -0.0701 -0.9955 -1.0837
H 0.2449 -1.7179 1.4605
H 0.4576 -3.3211 0.8597
H 2.6984 -2.7697 0.7477
N -1.6382 -2.2201 -0.2976
N 2.0848 -2.0352 0.1727
O 4.0253 -0.8854 0.0268
O -3.7727 -1.3624 -0.2434
S 0.6630 2.7283 0.1612
S -0.9964 1.9406 -0.7480
*
```

Need the Löwdin charges? In units of e they are: atom 1 (C): -0.48, atom 2 (C): -0.17, atom 3 (C): -0.66, atom 4 (C): -0.43, atom 5 (C): -0.18, atom 6 (C): -0.45, atom 7 (C): -0.21, atom 8 (C): -0.21, atom 9 (H): 0.14, atom 10 (H): 0.11, atom 11 (H): 0.08, atom 12 (H): 0.03, atom 13 (H): 0.10, atom 14 (H): 0.05, atom 15 (H): 0.14, atom 16 (H): 0.02, atom 17 (H): 0.18, atom 18 (H): 0.13, atom 19 (H): 0.10, atom 20 (H): 0.12, atom 21 (H): 0.14, atom 22 (H): 0.20, atom 23 (N): 0.02, atom 24 (N): 0.05, atom 25 (O): 0.05, atom 26 (O): 0.06, atom 27 (S): 0.55, atom 28 (S): 0.51



# 4
Here is one molecule with the formula C8H14N2O3 at a distorted geometry from the Open Molecules 2025 dataset. Energies are from the ωB97M-V functional and the def2-TZVPD basis.

The value obtained for the frontier orbital gap is 5.8 eV. The calculation puts the maximum force at 4.35 eV/Å. Its HOMO energy is -0.2382 Ha.

Geometry as ORCA input:
```
! wB97M-V def2-TZVPD RIJCOSX def2/J DEFGRID3
* xyz 0 1
C -3.7830 -0.3168 -0.5101
C 1.2996 2.8602 0.8803
C -1.7408 -1.6850 -0.2479
C -0.3020 -1.5115 -0.6925
C 0.5661 0.2972 0.6475
C 0.2694 1.8154 0.5636
C -0.0161 -1.8759 -2.1638
C 2.0262 -0.0858 1.0196
N 2.5467 2.5511 0.9682
N -2.4946 -0.6263 -0.4648
O 0.2048 -0.2340 -0.5822
O -0.8689 2.1693 0.4152
O 2.4990 0.2816 2.2638
H -3.9392 0.6211 -0.8326
H -4.4001 -1.0970 -0.3171
H 0.8238 3.8807 0.9491
H -2.1091 -2.6444 -0.0549
H 0.3097 -2.1717 0.0869
H -0.1415 -0.1440 1.4827
H 0.3178 -2.9079 -2.2559
H 0.6698 -1.0348 -2.4516
H -0.9955 -1.7729 -2.6792
H 2.7806 0.3970 0.2414
H 2.0490 -1.1889 1.0399
H 3.0743 3.3304 1.3832
H -1.7859 0.1175 -0.7925
H 3.1400 0.9752 2.1036
*
```

Need the Löwdin charges? In units of e they are: atom 1 (C): 0.00, atom 2 (C): -0.09, atom 3 (C): -0.11, atom 4 (C): -0.42, atom 5 (C): -0.24, atom 6 (C): -0.30, atom 7 (C): -0.01, atom 8 (C): -0.25, atom 9 (N): 0.11, atom 10 (N): -0.08, atom 11 (O): -0.14, atom 12 (O): 0.12, atom 13 (O): -0.07, atom 14 (H): 0.01, atom 15 (H): 0.03, atom 16 (H): 0.14, atom 17 (H): 0.09, atom 18 (H): 0.16, atom 19 (H): 0.20, atom 20 (H): 0.07, atom 21 (H): 0.10, atom 22 (H): 0.08, atom 23 (H): 0.15, atom 24 (H): 0.12, atom 25 (H): 0.09, atom 26 (H): 0.17, atom 27 (H): 0.06



# 5
Here is C8H14N2O3S as an isolated structure at a distorted geometry from the Open Molecules 2025 dataset. Energies are from the ωB97M-V functional and the def2-TZVPD basis.

The value obtained for the frontier orbital gap is 9.5 eV. The calculation puts the maximum force at 7.65 eV/Å. Its HOMO energy is -0.3499 Ha.

Geometry as ORCA input:
```
! wB97M-V def2-TZVPD RIJCOSX def2/J DEFGRID3
* xyz 0 1
C -1.9185 -0.6638 -0.4130
C -0.5211 -0.9213 -0.3865
C -2.5683 -0.4809 1.0483
C 1.8408 -0.1650 -0.1824
C 2.4779 -0.9325 1.0543
C 2.5429 1.1528 -0.3356
C 1.3512 2.0604 -0.6870
C 0.2446 1.5972 0.1581
H -3.6972 -1.7299 -0.4935
H -1.8831 -1.9022 -2.1826
H -2.3744 0.0236 -1.1979
H -3.0180 -1.4073 1.4684
H -1.6530 -0.0726 1.7103
H -3.7773 1.7628 0.7473
H 2.2225 -0.9297 -0.9086
H 3.3020 0.8904 -1.2650
H 3.4024 1.3018 0.4018
H 1.8217 3.0226 -0.4867
H 1.2899 2.2197 -1.8020
H 0.3843 1.7714 1.3293
H -0.7408 1.9931 -0.1322
H 1.4652 -2.3253 0.5612
N -2.3018 -2.0362 -0.9181
N 0.3571 0.1501 -0.1218
O 0.0325 -2.0445 -0.5441
O 3.2721 -0.2930 1.7692
O 2.5705 -2.4460 0.8135
S -4.1241 0.4043 0.9949
*
```

Need the Löwdin charges? In units of e they are: atom 1 (C): -0.49, atom 2 (C): -0.43, atom 3 (C): -0.56, atom 4 (C): -0.22, atom 5 (C): -0.30, atom 6 (C): -0.15, atom 7 (C): -0.20, atom 8 (C): -0.14, atom 9 (H): 0.20, atom 10 (H): 0.21, atom 11 (H): 0.14, atom 12 (H): 0.06, atom 13 (H): 0.13, atom 14 (H): -0.10, atom 15 (H): 0.16, atom 16 (H): 0.17, atom 17 (H): 0.13, atom 18 (H): 0.11, atom 19 (H): 0.14, atom 20 (H): 0.18, atom 21 (H): 0.12, atom 22 (H): 0.15, atom 23 (N): -0.03, atom 24 (N): 0.01, atom 25 (O): 0.01, atom 26 (O): 0.05, atom 27 (O): -0.06, atom 28 (S): 0.69



| no. | total energy (Ha) |
| --- | --- |
| 1 | -497.7043 |
| 2 | -573.1094 |
| 3 | -1369.5513 |
| 4 | -648.2762 |
| 5 | -1046.3644 |